1.
Density functional theory data (the ωB97M-V functional and the def2-TZVPD basis) for one molecule with the formula C3H8N2O at a distorted geometry.

XYZ file:
```
14
C3H8N2O, DFT the ωB97M-V functional and the def2-TZVPD basis
C -1.6028 -1.4204 0.3691
N -0.5781 -0.4653 0.1654
C 0.6385 -0.8208 0.1243
O 1.3995 -1.7642 0.2563
N 1.3642 0.5944 -0.2579
C 0.3102 1.7105 -0.3007
H -1.2001 -2.4234 0.5271
H -2.2057 -1.1091 1.2289
H -2.2511 -1.4123 -0.5157
H 1.8678 0.4363 -1.1377
H 2.1190 0.7332 0.4277
H 0.7608 2.5539 -0.8016
H -0.6265 1.4430 -0.8077
H 0.0044 1.9441 0.7224
```

Output
LUMO: 0.53 eV
strongest force on any atom: 1.0 eV/Å
structure (SMILES): C/N=C(\[O-])[NH2+]C
HOMO energy: -0.3081 hartree
calculated total energy: -303.8092 a.u.

2.
Density functional theory data (the ωB97M-V functional and the def2-TZVPD basis) for one molecule with the formula C4H9N at a distorted geometry.

XYZ file:
```
14
C4H9N, DFT the ωB97M-V functional and the def2-TZVPD basis
C 1.4969 -0.5125 -1.1388
C 0.0427 -0.5986 -0.3869
C 0.2060 -0.6548 1.0898
N -0.2626 0.5473 0.4396
C -1.5418 1.2228 0.5730
H 2.0820 -1.4535 -1.2307
H 1.2231 -0.2139 -2.1363
H 2.2889 0.2370 -0.8616
H -0.7738 -1.1137 -0.9115
H 1.3042 -0.6713 0.9554
H -0.4613 -1.1639 1.8100
H -2.4667 0.6177 0.6343
H -1.5074 1.8706 1.4606
H -1.6303 1.8869 -0.2968
```

Output
LUMO: 1.20 eV
strongest force on any atom: 2.9 eV/Å
structure (SMILES): C[C@H]1CN1C
HOMO energy: -0.3035 hartree
calculated total energy: -212.4566 a.u.

3.
Density functional theory data (the ωB97M-V functional and the def2-TZVPD basis) for a 4-piece molecular cluster, H9NO3 overall at a distorted geometry.

XYZ file:
```
13
H9NO3, DFT the ωB97M-V functional and the def2-TZVPD basis
N -1.6038 -0.6773 3.0468
H -2.1684 0.0538 2.6251
H -2.1282 -1.0093 3.8247
H -0.8124 -0.2136 3.4318
O -1.0011 0.5351 -0.4812
H -1.9135 0.2879 -0.6949
H -0.6851 -0.2757 -0.1000
O 2.3232 1.1896 -1.2364
H 1.3732 1.3655 -1.2248
H 2.6681 1.6439 -0.4888
O 0.9899 -0.8673 -2.6935
H 1.2267 -1.7317 -3.0549
H 1.7313 -0.3009 -2.9541
```

Output
LUMO: 0.83 eV
strongest force on any atom: 1.2 eV/Å
structure (SMILES): N.O.O.O
HOMO energy: -0.3819 hartree
calculated total energy: -285.8591 a.u.

4.
Density functional theory data (the ωB97M-V functional and the def2-TZVPD basis) for a 2-piece molecular cluster, C3H8P2 overall at a distorted geometry.

XYZ file:
```
13
C3H8P2, DFT the ωB97M-V functional and the def2-TZVPD basis
C -1.9053 -0.1704 -0.5229
C -0.8809 -0.1667 -1.3456
C 1.1735 -0.2780 -0.0556
P 0.7492 -0.7815 1.6303
P 1.8444 1.4046 -0.3239
H -2.8300 -0.4269 -1.0537
H -1.9864 0.1645 0.5200
H -1.0311 -0.2496 -2.4076
H 1.7188 -0.9028 -0.7382
H -0.1149 -2.0214 1.3221
H -0.3417 -0.0581 1.5624
H 2.6275 1.2799 0.9893
H 0.9770 2.2063 0.4235
```

Output
LUMO (spin up / spin down): 1.05 / -1.84 eV
strongest force on any atom: 3.3 eV/Å
HOMO energy (spin up / spin down): -0.2526 / -0.3547 hartree
calculated total energy: -801.5256 a.u.
expectation value of S²: 2.02
spin multiplicity: 3

5.
Density functional theory data (the ωB97M-V functional and the def2-TZVPD basis) for a 21-piece molecular cluster, C13H58BN2O27 overall at a distorted geometry.

XYZ file:
```
101
C13H58BN2O27, DFT the ωB97M-V functional and the def2-TZVPD basis
N -14.6474 18.5244 11.3615
H -15.3668 18.9210 11.9606
H -14.9737 18.6851 10.4088
H -14.5271 17.4941 11.5874
H -13.7214 18.9758 11.4666
C -9.9906 17.0553 13.1737
C -10.4242 16.2854 11.9284
C -9.1437 16.0111 11.1257
C -9.4035 15.0530 9.9818
C -9.8906 13.7339 10.5745
C -11.1486 13.8919 11.4496
N -10.9806 15.0230 12.3732
O -12.1011 15.1799 13.2243
C -11.3318 12.5952 12.2154
C -12.3912 14.0023 10.5483
C -11.3079 17.2056 11.0882
H -9.1927 16.5232 13.6956
H -10.8145 17.0433 13.8927
H -9.6967 18.0896 13.0085
H -8.3705 15.6055 11.7793
H -8.7676 16.9689 10.7415
H -8.5072 14.8842 9.3836
H -10.1828 15.4377 9.3181
H -9.1003 13.2602 11.1650
H -10.1019 13.0798 9.7254
H -10.4370 12.1703 12.6698
H -11.6119 11.7884 11.5185
H -12.1817 12.6366 12.8942
H -12.5440 14.9898 10.1081
H -13.2864 13.8281 11.1534
H -12.3939 13.2148 9.7922
H -11.5374 16.7742 10.1164
H -10.7976 18.1404 10.8272
H -12.2049 17.5340 11.6068
O -9.0768 9.4628 10.8396
C -9.7837 9.7816 9.9331
O -9.4692 10.6340 8.9739
B -10.4567 10.5386 7.8990
O -11.5577 9.7246 8.4495
C -11.2129 9.2548 9.6401
O -11.8672 8.5695 10.3684
O -9.8497 9.8901 6.7013
C -10.2607 10.5177 5.6172
O -10.1121 10.2025 4.4746
C -10.9357 11.8360 6.0855
O -10.9334 11.8394 7.4119
O -11.3553 12.7062 5.3829
O -6.7305 11.6168 9.2813
H -6.7144 12.1146 10.1057
H -6.8249 10.6992 9.5581
O -8.5589 14.1273 14.1304
H -9.3376 14.3976 13.6046
H -7.7949 14.5692 13.7401
O -13.3025 17.8302 13.8631
H -12.6228 17.2398 13.4811
H -12.8546 18.3717 14.5187
O -13.8470 16.9377 8.8458
H -13.2718 16.2041 8.5769
H -14.6060 16.4899 9.2330
O -14.5212 14.8112 14.6876
H -13.6318 14.8403 14.2817
H -14.8435 15.7101 14.5693
O -10.9190 16.2675 16.6025
H -10.8252 16.2152 15.6437
H -11.8554 16.4398 16.7409
O -14.6668 11.4439 10.0707
H -14.9378 10.5504 10.3040
H -14.6848 11.9066 10.9202
O -11.1236 13.0989 15.2488
H -10.1876 13.2361 15.0636
H -11.5760 13.7787 14.7201
O -7.4086 13.6080 7.3841
H -7.0140 13.0595 8.0814
H -8.3538 13.4448 7.4675
O -15.8065 13.1156 12.4896
H -15.2689 13.6820 13.0712
H -16.4392 13.7068 12.0708
O -9.0160 10.1882 14.4850
H -8.7848 9.2914 14.2246
H -9.9034 10.3181 14.1350
O -12.1881 15.1458 7.2103
H -12.3022 14.5921 7.9944
H -12.0018 14.4907 6.5195
O -8.0507 20.6512 11.8727
H -7.9922 19.8087 11.4109
H -7.8950 20.4386 12.8008
O -14.2981 15.8940 11.8303
H -13.3997 15.7267 12.2598
H -14.5170 15.0528 11.4160
O -13.7073 10.9927 15.2050
H -13.5540 11.4730 14.3859
H -12.8928 10.4980 15.3350
O -9.2594 20.1833 14.4131
H -9.3330 19.9789 15.3517
H -10.0694 19.8442 14.0208
O -6.2929 15.8327 13.4778
H -5.5831 15.3191 13.0774
H -6.0067 16.7482 13.4125
O -12.4707 20.2980 11.6045
H -12.2911 20.8235 12.3908
H -12.1780 20.8430 10.8653
```

Output
LUMO: 0.68 eV
strongest force on any atom: 1.4 eV/Å
HOMO energy: -0.1918 hartree
calculated total energy: -2696.2777 a.u.
charge: -1